Entry 1:
Here is a structure of composition C19H21EuF4IN3O3P in a non-equilibrium geometry from the Open Molecules 2025 dataset. Energies are from ωB97M-V/def2-TZVPD.

Each line ends with the Löwdin charge.
Geometry (Å):
C1 2.218 3.754 0.788  -0.0080
C2 2.667 2.520 0.067  -0.3420
F1 3.205 1.623 0.994  -0.0145
C3 1.534 1.791 -0.701  -0.0576
C4 1.406 0.348 -0.336  -0.0668
C5 2.385 -0.573 -0.789  -0.1359
C6 3.496 -0.050 -1.637  -0.2119
N1 3.039 0.364 -2.969  0.0516
C7 2.279 -1.961 -0.455  -0.3359
P1 3.555 -3.090 -1.064  0.9180
N2 5.087 -2.571 -0.753  -0.0263
C8 1.193 -2.427 0.309  -0.5707
I1 0.967 -4.475 0.718  1.0256
C9 0.234 -1.508 0.747  -0.1317
C10 0.347 -0.148 0.429  0.0101
C11 -0.733 0.731 0.942  -0.3088
O1 -0.520 1.822 1.369  0.1571
C12 -2.093 0.153 0.933  -0.0506
C13 -3.285 1.003 0.614  -0.0370
C14 -3.032 2.283 -0.187  -0.2579
O2 -3.435 2.133 -1.531  0.0298
C15 -3.889 3.397 0.363  -0.6308
F2 -3.586 3.600 1.650  0.1600
F3 -3.690 4.529 -0.284  0.1934
F4 -5.184 3.097 0.298  0.1782
C16 -2.164 -1.154 1.245  -0.1297
C17 -3.392 -1.980 1.322  -0.1073
C18 -3.196 -3.090 0.375  -0.1510
N3 -2.948 -4.281 0.753  0.0237
C19 -0.941 -1.885 1.531  -0.4021
O3 -0.856 -2.748 2.413  -0.1668
H1 2.852 3.884 1.652  0.0936
H2 1.205 3.655 1.139  0.0689
H3 2.313 4.625 0.158  0.0937
H4 3.448 2.754 -0.640  0.1353
H5 0.622 2.311 -0.487  0.0993
H6 1.693 1.901 -1.761  0.1132
H7 3.973 0.774 -1.130  0.1113
H8 4.273 -0.782 -1.754  0.0658
H9 2.059 0.207 -3.133  0.0790
H10 3.586 -0.026 -3.718  0.0793
H11 3.287 -3.340 -2.413  0.0471
H12 3.423 -4.303 -0.414  -0.0495
H13 5.621 -2.492 -1.614  0.0454
H14 -3.800 1.220 1.541  0.1426
H15 -3.945 0.410 -0.002  0.1288
H16 -2.007 2.617 -0.157  0.1421
H17 -2.923 1.438 -1.949  0.1035
H18 -4.297 -1.429 1.118  0.1346
H19 -3.459 -2.413 2.324  0.1030
H20 -3.216 -2.894 -0.683  0.1470
H21 -2.961 -4.278 1.757  -0.2553
Eu1 -2.412 -5.048 3.014  1.7672

The value obtained for the largest force on an atom is 6.641 eV/Å. As for the total charge: +2. As for the HOMO energy (alpha / beta): -11.4 / -14.3 eV. The expectation value of S² is 15.787. For the HOMO-LUMO gap (alpha / beta), the calculation gives 3.72 / 5.55 eV. The total energy is -78220.0415 eV. Its multiplicity is 8.

Entry 2:
Here is a structure of composition C3H6Br3OP in a non-equilibrium geometry from the Open Molecules 2025 dataset. Energies are from ωB97M-V/def2-TZVPD.

Each line ends with the Löwdin charge.
Geometry (Å):
C1 0.121 -0.949 0.603  -0.1332
C2 0.031 1.110 -0.675  -0.2322
C3 0.826 0.300 0.180  -0.9811
O1 3.789 -0.693 0.071  -0.4353
P1 2.685 -0.157 -0.680  -0.1193
Br1 1.524 1.470 1.615  0.6949
Br2 1.949 -1.331 -2.395  0.3962
Br3 3.455 1.664 -1.562  0.4115
H1 -0.892 -0.778 0.708  0.0622
H2 0.423 -1.149 1.631  0.0771
H3 0.512 -1.794 0.000  0.0634
H4 0.499 2.056 -0.918  0.0600
H5 -0.115 0.729 -1.597  0.0386
H6 -0.821 1.296 -0.044  0.0972

The value obtained for the largest force on an atom is 4.542 eV/Å. As for the HOMO energy: -10.2 eV. For the HOMO-LUMO gap, the calculation gives 10.03 eV. The total energy is -224673.1414 eV.

Entry 3:
Here is a cluster of 2 separate species, C9H19N2OS2 in total in a non-equilibrium geometry from the Open Molecules 2025 dataset. Energies are from ωB97M-V/def2-TZVPD.

Each line ends with the Löwdin charge.
Geometry (Å):
C1 0.733 -1.084 -0.624  -0.4219
C2 -1.727 0.213 2.158  -0.1753
C3 -0.308 0.687 2.012  -0.2074
C4 -1.978 -0.846 0.992  -0.1769
C5 0.124 1.122 0.600  -0.1152
C6 -1.657 -0.391 -0.371  -0.1543
C7 -0.215 0.116 -0.429  -0.3605
C8 1.830 -3.040 0.015  0.0220
C9 2.189 2.869 -3.176  -1.0382
N1 0.956 -1.867 0.410  0.0912
N2 -0.035 0.870 -1.744  0.1453
O1 1.248 -1.170 -1.756  0.0361
S1 1.335 3.492 -1.884  0.7038
S2 3.355 3.586 -4.243  0.8015
H1 -1.963 -0.239 3.046  0.0799
H2 -2.295 1.187 2.204  0.1378
H3 -0.213 1.443 2.886  0.1587
H4 0.176 -0.167 2.409  0.0803
H5 -1.413 -1.839 1.142  0.1299
H6 -3.115 -1.214 1.138  0.1657
H7 -0.454 2.026 0.635  0.1286
H8 1.179 1.313 0.354  0.1361
H9 -1.854 -1.125 -1.134  0.1206
H10 -2.357 0.478 -0.871  0.1834
H11 1.183 -3.891 0.232  0.0908
H12 2.272 -3.005 -0.935  0.0691
H13 2.577 -3.103 0.867  0.1131
H14 2.337 1.777 -3.440  0.0281
H15 0.476 -1.548 1.232  0.1095
H16 -0.807 0.989 -2.392  0.1590
H17 0.553 1.799 -1.774  -0.0486
H18 0.465 0.150 -2.249  0.0778
H19 2.773 4.838 -4.195  -0.0700

The value obtained for the largest force on an atom is 5.903 eV/Å. As for the total charge: +1. As for the HOMO energy: -12.9 eV. For the HOMO-LUMO gap, the calculation gives 8.71 eV. The total energy is -36330.7370 eV.

Entry 4:
Here is a structure of composition C20H42BiN3OP2 in a non-equilibrium geometry from the Open Molecules 2025 dataset. Energies are from ωB97M-V/def2-TZVPD.

Each line ends with the Löwdin charge.
Geometry (Å):
Bi1 -0.385 0.009 -0.037  1.2779
P1 -0.107 -2.588 -0.797  0.8978
P2 -0.129 2.669 -0.562  0.9096
N1 0.041 0.150 -2.502  -0.2303
C1 -0.023 -2.393 -2.605  -0.3281
H1 0.622 -3.231 -2.950  0.1013
H2 -1.033 -2.639 -3.022  0.1026
C2 0.512 -1.081 -3.227  -0.2099
H3 1.578 -1.069 -3.211  0.1061
H4 0.222 -1.045 -4.288  0.1362
C3 0.500 1.401 -3.120  -0.2341
H5 0.194 1.462 -4.184  0.1411
H6 1.571 1.403 -3.118  0.1104
C4 -0.042 2.654 -2.381  -0.3179
H7 -1.051 2.937 -2.776  0.1048
H8 0.601 3.523 -2.625  0.0989
C5 1.466 3.479 0.014  -0.5258
C6 1.850 3.078 1.443  -0.1082
H9 2.798 3.566 1.718  0.1024
H10 1.994 1.990 1.563  0.0462
H11 1.088 3.416 2.167  0.0640
C7 -1.705 3.593 -0.042  -0.5072
C8 -1.824 3.717 1.481  -0.0977
H12 -2.721 4.277 1.739  0.0961
H13 -0.960 4.260 1.879  0.0702
H14 -1.891 2.739 1.968  0.0587
C9 -1.706 -3.564 -0.410  -0.5071
C10 -1.843 -3.880 1.089  -0.0982
H15 -2.736 -4.484 1.256  0.0966
H16 -1.950 -2.963 1.684  0.0617
H17 -0.973 -4.449 1.438  0.0695
C11 1.500 -3.482 -0.331  -0.5228
C12 1.924 -3.242 1.126  -0.1107
H18 2.898 -3.730 1.302  0.1021
H19 1.200 -3.701 1.823  0.0713
H20 2.046 -2.172 1.375  0.0471
C13 1.992 -0.007 -0.088  -0.2207
O1 3.098 -0.017 -0.220  0.1993
C14 -1.820 4.931 -0.790  -0.0974
H21 -1.062 5.639 -0.421  0.0684
H22 -1.704 4.827 -1.867  0.0697
H23 -2.792 5.373 -0.593  0.0925
C15 -1.819 -4.807 -1.305  -0.0996
H24 -2.796 -5.266 -1.162  0.0940
H25 -1.707 -4.572 -2.372  0.0742
H26 -1.058 -5.548 -1.024  0.0664
C16 1.419 -4.970 -0.658  -0.1051
H27 2.402 -5.436 -0.523  0.0985
H28 0.732 -5.476 0.035  0.0789
H29 1.110 -5.169 -1.691  0.0803
C17 1.414 4.992 -0.148  -0.1035
H30 0.737 5.432 0.593  0.0788
H31 2.400 5.430 0.036  0.0987
H32 1.111 5.316 -1.149  0.0803
H33 2.200 3.042 -0.680  0.1076
H34 2.221 -2.980 -0.996  0.1066
H35 -2.525 2.925 -0.420  0.1171
H36 -2.510 -2.844 -0.700  0.1124
H37 -0.986 0.149 -2.217  -0.0105
H38 -1.928 0.031 -0.983  -0.1068
N2 -0.200 -1.190 3.359  -0.0220
C18 -0.133 -0.941 4.669  -0.1020
C19 -0.118 0.409 4.849  -0.0678
C20 -0.193 0.997 3.586  -0.1396
N3 -0.199 0.000 2.665  -0.1454
H39 -0.341 -2.101 2.842  0.1430
H40 -0.111 -1.814 5.402  0.1605
H41 -0.072 0.983 5.797  0.1272
H42 -0.290 2.055 3.296  0.0914

The value obtained for the largest force on an atom is 3.201 eV/Å. As for the total charge: +2. As for the HOMO energy: -13.3 eV. For the HOMO-LUMO gap, the calculation gives 7.15 eV. The total energy is -52339.4171 eV.